Record 1
{
  "formula": "C20H30ClN3O3",
  "method": "ωB97M-V with the def2-TZVPD basis set",
  "smiles": "CC[C@H](C)[C@@H](CC(=O)N[C@@]1(CO)CC[C@H](C)C1)NC(=O)c1cncc(Cl)c1",
  "lumo_energy_ev": 0.3,
  "charge": 0,
  "multiplicity": 1,
  "de_lowest_kj_mol": 9.3,
  "e_tot_ha": -1630.35092,
  "gap_ev": 9.95,
  "elements": ["Cl", "O", "O", "O", "N", "N", "N", "C", "C", "C", "C", "C", "C", "C", "C", "C", "C", "C", "C", "C", "C", "C", "C", "C", "C", "C", "C", "H", "H", "H", "H", "H", "H", "H", "H", "H", "H", "H", "H", "H", "H", "H", "H", "H", "H", "H", "H", "H", "H", "H", "H", "H", "H", "H", "H", "H", "H"],
  "coordinates": [[0.85143, 5.45427, -1.08815], [-1.89862, -0.03062, 0.07877], [2.44433, 0.80093, -0.69944], [4.14092, -0.99263, 2.24611], [-2.70716, 4.05408, -0.07549], [1.62682, -0.65876, 0.83599], [-0.44798, 0.16989, -1.65363], [-0.50810, -1.94363, -2.93482], [-0.26676, 2.99348, -0.91877], [-0.02078, -1.22200, -1.67387], [-0.44868, 4.35528, -0.77230], [1.24719, -0.65171, 3.21629], [0.05007, -3.36340, -2.99698], [-1.06225, -0.56677, 4.32391], [-1.67745, 4.84547, -0.35458], [-2.53510, 2.74317, -0.20386], [1.22153, 1.46340, 2.08004], [-1.34400, 2.16549, -0.62872], [-2.60298, -2.32358, -4.35367], [1.93429, -0.27526, -0.42334], [-2.03747, -1.94133, -2.99134], [-1.26109, 0.66894, -0.69161], [-0.14740, 1.24311, 2.75837], [3.43789, 0.24148, 2.22851], [1.92912, 0.09341, 2.06147], [1.50707, -1.25471, -1.50240], [-0.22579, -0.25319, 3.09484], [1.40636, -1.73556, 3.19514], [1.65602, -0.27772, 4.16041], [1.82921, 2.15974, 2.66164], [-1.10083, -1.63962, 4.52206], [0.07485, 0.82025, -2.21850], [0.70404, 2.59898, -1.19981], [-0.49888, -1.68457, -0.80634], [1.16366, 1.87095, 1.07427], [-1.82341, 5.91303, -0.23968], [-0.20970, 1.82619, 3.68086], [-0.12934, -1.37999, -3.79925], [-2.26209, -1.62856, -5.12408], [-2.39995, -0.94594, -2.72649], [-0.21380, -3.91392, -2.08899], [-2.30562, -3.32775, -4.65801], [-0.98620, 1.54661, 2.13222], [1.83726, -2.26515, -1.25802], [3.84267, 0.83665, 1.41035], [1.13462, -3.37857, -3.10260], [-0.36211, -3.90879, -3.84462], [-2.08680, -0.21498, 4.19483], [1.18913, -1.55900, 0.94381], [1.99789, -0.94801, -2.42748], [-0.66437, -0.77224, 2.23648], [-0.64654, -0.07423, 5.20712], [-2.41733, -2.61771, -2.21844], [3.61060, 0.77882, 3.16823], [3.52806, -1.70150, 2.46100], [-3.37369, 2.10459, 0.04550], [-3.69271, -2.29678, -4.34295]],
  "atomic_forces_ev_per_a": [[-0.01, -0.01, 0.00], [-0.01, 0.00, -0.01], [0.03, 0.00, 0.01], [-0.02, -0.02, -0.13], [0.00, -0.01, -0.01], [0.02, -0.04, -0.01], [-0.01, 0.00, -0.03], [0.03, -0.01, -0.05], [0.00, -0.04, 0.01], [0.03, 0.03, 0.04], [0.01, 0.03, 0.00], [0.00, 0.02, -0.03], [-0.01, 0.00, 0.00], [0.03, 0.02, 0.01], [0.00, 0.01, -0.01], [0.00, 0.00, 0.02], [0.00, 0.02, 0.02], [0.01, 0.00, -0.01], [0.00, -0.02, 0.00], [-0.08, 0.03, -0.01], [-0.01, 0.04, 0.01], [0.00, 0.03, 0.02], [-0.02, 0.01, -0.01], [-0.02, 0.00, 0.14], [0.06, -0.02, -0.04], [-0.02, -0.04, 0.01], [-0.02, -0.06, 0.01], [-0.01, 0.00, 0.00], [0.00, 0.00, 0.00], [0.01, 0.01, -0.02], [0.00, 0.00, 0.00], [0.01, 0.01, 0.01], [0.00, 0.00, -0.01], [-0.02, 0.00, 0.00], [-0.04, -0.01, 0.01], [0.00, 0.00, 0.01], [0.01, 0.00, 0.00], [0.00, 0.00, 0.01], [0.01, 0.00, 0.00], [-0.01, -0.01, 0.00], [0.01, -0.01, 0.00], [-0.01, 0.00, 0.00], [0.01, 0.01, -0.02], [0.01, 0.01, -0.01], [-0.01, 0.00, 0.00], [0.00, 0.00, 0.00], [-0.01, 0.00, 0.00], [0.00, 0.00, 0.00], [0.00, 0.01, 0.01], [0.01, 0.00, 0.00], [0.01, 0.02, 0.00], [-0.01, 0.00, 0.00], [0.00, -0.01, -0.01], [0.01, 0.00, 0.00], [0.02, 0.01, 0.09], [-0.01, 0.00, 0.00], [0.00, 0.00, 0.00]],
  "nbo_charge": [0.02, -0.63, -0.65, -0.71, -0.39, -0.63, -0.62, -0.20, -0.19, -0.04, -0.07, -0.41, -0.62, -0.60, 0.02, 0.06, -0.41, -0.17, -0.60, 0.70, -0.40, 0.68, -0.40, -0.07, 0.10, -0.50, -0.23, 0.20, 0.22, 0.21, 0.21, 0.41, 0.25, 0.23, 0.23, 0.21, 0.20, 0.19, 0.20, 0.21, 0.20, 0.20, 0.22, 0.23, 0.20, 0.21, 0.22, 0.22, 0.40, 0.23, 0.21, 0.20, 0.20, 0.16, 0.46, 0.22, 0.22]
}

=====

Record 2
{
  "formula": "C20H30ClN5O4S2Si",
  "method": "ωB97M-V with the def2-TZVPD basis set",
  "lumo_energy_ev": -4.2,
  "charge": 0,
  "multiplicity": 1,
  "e_tot_ha": -2900.48773,
  "gap_ev": 1.12,
  "elements": ["Cl", "S", "S", "Si", "O", "O", "O", "O", "N", "N", "N", "N", "N", "C", "C", "C", "C", "C", "C", "C", "C", "C", "C", "C", "C", "C", "C", "C", "C", "C", "C", "C", "C", "H", "H", "H", "H", "H", "H", "H", "H", "H", "H", "H", "H", "H", "H", "H", "H", "H", "H", "H", "H", "H", "H", "H", "H", "H", "H", "H", "H", "H", "H"],
  "coordinates": [[1.29753, -3.42003, 8.95506], [5.18220, 0.76029, 3.20842], [4.03297, -2.06072, 3.26599], [0.92700, 0.31567, 2.56215], [-1.76601, -3.87284, -1.20063], [-3.66946, -3.38306, -2.11685], [-3.59103, -4.70899, -0.42101], [0.08941, -2.60668, 6.92339], [-3.01328, -3.99448, -1.23993], [-0.05605, -0.97316, -3.06622], [3.34465, -1.26544, -1.02560], [4.26497, -0.49467, 0.96553], [-3.46006, 5.04024, -4.23919], [4.11991, -0.08019, -1.22252], [1.29331, -2.12153, 4.20981], [-1.02843, -3.01267, 7.69299], [-1.82609, 3.85420, -3.00064], [-2.04539, 2.70753, -3.76366], [0.69434, -1.56580, 2.84506], [4.52571, -0.51814, 2.40418], [-2.54490, 5.00496, -3.25298], [3.48501, -1.47434, 0.33358], [0.66873, 0.12882, -3.32477], [-2.98465, 2.78991, -4.79125], [-2.05442, 0.28604, -3.19565], [-3.67784, 3.96232, -5.01253], [-1.33988, 1.44132, -3.48935], [0.05047, 1.34507, -3.53616], [-4.24222, 6.27698, -4.45100], [2.75708, -1.63958, 4.56237], [0.63956, -2.26301, -2.88886], [4.72213, 0.44375, 0.01019], [-1.39524, -0.91043, -2.98488], [-2.41004, 5.90585, -2.66717], [0.58919, -1.92382, 5.10723], [-0.08186, -3.04225, -2.64333], [1.33019, -3.25382, 4.10501], [0.66441, 2.20994, -3.76132], [1.35898, -2.14832, -2.07692], [2.81686, -0.55593, 4.89044], [-3.54427, 7.09416, -4.62773], [-4.41509, 4.04675, -5.80042], [-1.93893, -1.83253, -2.75627], [4.21761, 0.31940, -2.26693], [-0.29588, 1.01778, 2.15317], [-0.42959, -1.75096, 2.87209], [-3.13657, 0.30198, -3.12365], [1.13955, -2.50018, -3.82824], [-1.10989, 3.85472, -2.18619], [-0.94968, -2.61592, 8.70339], [5.38324, 1.32833, 0.16581], [-1.93632, -2.62183, 7.22073], [-1.08003, -4.10327, 7.72718], [1.07559, -2.11743, 1.92944], [-4.83274, 6.45384, -3.55249], [1.54851, 0.99089, 3.72692], [-3.18404, 1.93808, -5.43177], [-4.89891, 6.15607, -5.30913], [3.07458, -2.23361, 5.47872], [1.93803, 0.44788, 1.48175], [2.98520, -2.38012, 0.74719], [1.74469, 0.01416, -3.37043], [0.97720, -2.99117, 7.37787]],
  "atomic_forces_ev_per_a": [[2.45, -1.08, 2.41], [-0.63, -1.01, -1.03], [-0.16, 0.79, -0.57], [0.68, -1.03, 0.22], [0.59, 0.46, -0.35], [0.18, 0.62, -0.48], [0.15, 0.16, -0.22], [0.07, 0.27, -1.58], [-0.47, -0.50, 0.55], [-0.34, 0.21, -0.02], [2.11, 2.14, 3.49], [0.09, -1.02, 0.47], [-0.07, -0.08, -0.18], [0.61, 0.47, 1.71], [0.07, -0.44, -0.49], [0.22, 0.29, -0.62], [0.09, 0.20, 0.12], [-0.26, 0.37, -0.07], [-0.78, -0.16, 0.29], [-0.44, 0.49, 0.49], [0.16, -0.35, 0.03], [-0.39, 0.28, -3.03], [-0.17, 0.25, -0.02], [-0.13, -0.07, -0.11], [-0.25, 0.28, -0.11], [0.21, -0.28, 0.15], [0.28, -0.71, 0.11], [0.23, 0.16, 0.00], [0.09, 0.05, 0.14], [-0.64, 0.10, 1.43], [0.10, -0.42, 0.11], [-2.09, -2.13, -2.99], [-0.07, -0.37, 0.09], [-0.09, -0.03, -0.09], [1.23, -0.23, -1.21], [-0.19, 0.13, 0.11], [-0.07, 1.33, 0.27], [-0.02, -0.10, 0.03], [0.10, 0.01, -0.14], [0.08, -1.20, -0.73], [-0.14, 0.01, 0.03], [0.04, 0.10, 0.10], [0.00, -0.16, 0.15], [0.07, -0.28, 1.37], [-0.24, 0.13, -0.08], [1.34, 0.07, -0.07], [0.10, -0.12, 0.03], [0.07, 0.05, 0.11], [-0.08, -0.01, -0.07], [-0.26, -0.11, 0.05], [-0.86, -1.23, 0.22], [0.03, 0.00, -0.16], [-0.20, -0.01, 0.21], [-0.35, 0.57, 1.13], [0.02, 0.11, -0.12], [-0.27, 0.08, -0.02], [0.01, 0.07, 0.08], [0.09, -0.04, 0.07], [-0.19, 0.69, -1.17], [-0.20, 0.29, -0.16], [0.85, 1.32, 0.32], [-0.09, -0.11, 0.10], [-2.30, 0.74, -0.33]],
  "nbo_charge": [-0.81, 0.06, 0.23, 0.87, -0.60, -0.60, -0.47, -0.85, 0.71, -0.22, -0.52, -0.44, -0.25, -0.11, -0.45, -0.25, -0.20, 0.07, -0.85, -0.09, 0.09, 0.20, 0.11, -0.21, -0.20, 0.11, -0.02, -0.22, -0.41, -0.52, -0.45, -0.10, 0.11, 0.25, 0.32, 0.29, 0.22, 0.24, 0.28, 0.25, 0.24, 0.25, 0.32, 0.19, -0.18, 0.26, 0.26, 0.22, 0.27, 0.18, 0.26, 0.14, 0.16, 0.22, 0.24, -0.16, 0.27, 0.24, 0.27, -0.21, 0.26, 0.26, 0.46]
}

=====

- What is the charge in the second record?
  0

=====

- Which value of charge does entry 1 give?
  0